[1]
Entry from the OMol25 dataset: a single C21H24ClNO3 molecule (the ωB97M-V functional and the def2-TZVPD basis).

```
! wB97M-V def2-TZVPD RIJCOSX def2/J DEFGRID3
* xyz 0 1
Cl 6.23697 0.17605 -0.70667
O 0.73977 1.10064 -1.86870
O 2.14558 -3.14590 0.46092
O -3.56186 0.63225 -0.06331
N -1.40244 -1.59169 -1.54817
C -0.13730 1.49718 -0.90012
C -0.04508 -1.89305 -1.20348
C 3.86013 -0.87237 0.01615
C 0.15180 2.47403 0.04721
C -4.59358 1.02030 0.80871
C 1.94870 1.80401 -2.01827
C -2.34926 1.25337 0.03523
C 3.21439 1.28147 1.63681
C -1.69378 -0.21987 -1.91572
C 2.31929 0.23572 1.49407
C -0.80271 2.81755 0.98521
C 1.71759 -2.01284 0.50803
C -2.11250 -2.20956 0.77802
C -2.35472 -2.31260 -0.73338
C 0.26730 -1.67978 0.30821
C -0.67215 -2.58165 1.11064
C -2.05136 2.22584 0.98489
C 2.63600 -0.84650 0.67799
C -1.38466 0.85922 -0.89870
C 4.73348 0.19237 0.14740
C 4.42081 1.27492 0.95672
H -4.83734 2.08185 0.69950
H -2.77985 2.52976 1.71867
H 4.11033 -1.72295 -0.59855
H -1.11025 -0.00624 -2.81666
H 5.11563 2.09420 1.05511
H 0.61786 -1.27612 -1.81072
H -0.57299 3.56942 1.72534
H -2.75597 -0.17074 -2.16298
H -2.30615 -1.19047 1.11309
H -2.80503 -2.87523 1.29597
H -4.34192 0.81031 1.85367
H 0.07204 -0.63508 0.55363
H 2.97020 2.11359 2.28008
H -0.48482 -2.45963 2.18056
H 1.77221 2.86720 -2.20927
H 1.38841 0.25452 2.03970
H 2.43929 1.35983 -2.88320
H -5.45786 0.42198 0.52385
H -2.28262 -3.36929 -1.02210
H 1.11126 2.96389 0.06233
H -0.47692 -3.62385 0.85063
H 0.14617 -2.94837 -1.43062
H 2.59558 1.69074 -1.14336
H -3.35768 -1.95842 -0.97434
*
```

E_tot, hartree: -1555.27594
HOMO energy, eV: -7.878
LUMO, eV: 0.406
SMILES: COc1cccc(OC)c1CN1CCC[C@@H](C(=O)c2cccc(Cl)c2)C1

Charge distribution, Mulliken scheme, values in e: atom 1 (Cl): -0.229, atom 2 (O): -0.342, atom 3 (O): -0.604, atom 4 (O): -0.315, atom 5 (N): 0.367, atom 6 (C): 0.791, atom 7 (C): -1.978, atom 8 (C): -0.829, atom 9 (C): -0.700, atom 10 (C): -1.018, atom 11 (C): -0.888, atom 12 (C): 0.736, atom 13 (C): -0.651, atom 14 (C): -1.901, atom 15 (C): -0.059, atom 16 (C): -1.058, atom 17 (C): -0.687, atom 18 (C): -0.156, atom 19 (C): -1.047, atom 20 (C): 2.661, atom 21 (C): -1.476, atom 22 (C): -0.911, atom 23 (C): 0.760, atom 24 (C): 1.155, atom 25 (C): 0.337, atom 26 (C): -0.558, atom 27 (H): 0.359, atom 28 (H): 0.468, atom 29 (H): 0.489, atom 30 (H): 0.467, atom 31 (H): 0.423, atom 32 (H): 0.540, atom 33 (H): 0.385, atom 34 (H): 0.637, atom 35 (H): 0.058, atom 36 (H): 0.485, atom 37 (H): 0.385, atom 38 (H): -0.705, atom 39 (H): 0.415, atom 40 (H): 0.416, atom 41 (H): 0.426, atom 42 (H): 0.415, atom 43 (H): 0.267, atom 44 (H): 0.275, atom 45 (H): 0.466, atom 46 (H): 0.478, atom 47 (H): 0.381, atom 48 (H): 0.432, atom 49 (H): 0.217, atom 50 (H): 0.419

[2]
Entry from the OMol25 dataset: 2 unconnected molecules or ions with the total composition C21H24F2N2O4S (the ωB97M-V functional and the def2-TZVPD basis).

```
! wB97M-V def2-TZVPD RIJCOSX def2/J DEFGRID3
* xyz 0 1
S 2.81840 3.32863 2.70193
F 3.70688 5.81858 2.41940
F 2.39624 5.37801 4.19008
O 2.04738 2.78258 -0.17747
O -0.88054 -1.65893 -1.60221
O 0.10507 -0.79102 0.24004
O 5.96593 3.86230 2.06645
N -2.41144 -3.10590 0.26911
N 3.80035 3.38753 1.24277
C 5.48182 3.56325 -0.30393
C -4.72854 -2.88938 0.80165
C 4.36923 2.86397 -2.33532
C 4.34904 3.12903 -0.96951
C -4.78521 -0.39363 -0.69140
C 3.23073 3.04814 0.01319
C -3.49145 -0.92990 -0.16702
C 6.67131 3.82184 -0.96240
C -1.24419 -5.15088 -0.01186
C 5.54586 3.19186 -3.03869
C 2.60317 5.11569 2.85125
C -6.09209 -1.00193 -0.08990
C -2.63377 -4.51983 0.07311
C 5.19107 3.65423 1.15518
C -0.22988 -4.05173 0.29108
C -0.63199 -1.68774 -0.41772
C -5.81415 -1.88093 1.12613
C -3.44508 -2.21354 0.34439
C 0.59100 0.28658 -0.55344
C 6.67921 3.67024 -2.36211
C -1.05248 -2.78125 0.53352
H 0.34812 -4.24540 1.19895
H 1.18778 0.90600 0.11788
H -4.80188 0.70199 -0.56789
H 0.45621 -3.91599 -0.55239
H -5.46701 -1.22498 1.93464
H -1.07461 -5.55449 -1.01335
H 3.50835 2.41995 -2.82746
H -5.08937 -3.53112 -0.01759
H 5.59328 3.07967 -4.11360
H 7.57351 3.91444 -2.92747
H -6.62251 -1.59028 -0.85955
H -3.18048 -4.96660 0.91358
H -0.89832 -2.39366 1.55491
H -3.20937 -4.71248 -0.84269
H -4.55503 -3.52555 1.68130
H -6.70701 -2.41487 1.47346
H -0.26009 0.86461 -0.92825
H -4.82508 -0.58278 -1.78267
H -6.74877 -0.17679 0.20299
H -1.17280 -5.96322 0.71371
H 1.72412 5.39329 2.24429
H 7.53705 4.14455 -0.38780
H 1.20457 -0.12148 -1.36733
H -2.63254 -0.35067 -0.48400
*
```

E_tot, hartree: -1822.98215
HOMO energy, eV: -7.016
LUMO, eV: -0.802
SMILES: COC(=O)[C@@H]1CCCN1C1=CCCCC1.O=C1c2ccccc2C(=O)N1SC(F)F

Charge distribution, Mulliken scheme, values in e: atom 1 (S): -0.072, atom 2 (F): -0.206, atom 3 (F): -0.222, atom 4 (O): -0.645, atom 5 (O): -0.560, atom 6 (O): -0.320, atom 7 (O): -0.583, atom 8 (N): 0.243, atom 9 (N): 0.009, atom 10 (C): 0.181, atom 11 (C): -0.626, atom 12 (C): -0.419, atom 13 (C): 0.327, atom 14 (C): -0.661, atom 15 (C): 0.414, atom 16 (C): -0.742, atom 17 (C): -0.487, atom 18 (C): -0.536, atom 19 (C): -0.514, atom 20 (C): 0.342, atom 21 (C): -0.731, atom 22 (C): -0.762, atom 23 (C): 0.433, atom 24 (C): -0.710, atom 25 (C): -0.360, atom 26 (C): -0.962, atom 27 (C): 1.013, atom 28 (C): -0.623, atom 29 (C): -0.467, atom 30 (C): 0.714, atom 31 (H): 0.357, atom 32 (H): 0.293, atom 33 (H): 0.319, atom 34 (H): 0.293, atom 35 (H): 0.386, atom 36 (H): 0.301, atom 37 (H): 0.472, atom 38 (H): 0.265, atom 39 (H): 0.401, atom 40 (H): 0.389, atom 41 (H): 0.313, atom 42 (H): 0.292, atom 43 (H): 0.247, atom 44 (H): 0.347, atom 45 (H): 0.380, atom 46 (H): 0.372, atom 47 (H): 0.278, atom 48 (H): 0.186, atom 49 (H): 0.309, atom 50 (H): 0.266, atom 51 (H): 0.164, atom 52 (H): 0.472, atom 53 (H): 0.267, atom 54 (H): 0.163

| no. | gap between HOMO and LUMO (eV) |
| --- | --- |
| 1 | 8.28 |
| 2 | 6.21 |